# 1
This record from OMol25 describes a structure of composition C23H31F6O3Pb at a distorted geometry. The level of theory is ωB97M-V with the def2-TZVPD basis set.

The calculation puts the LUMO energy (spin up / spin down) at -7.474 / -7.416 eV. As for the total charge: +1. The value obtained for the highest occupied orbital energy (spin up / spin down) is -0.408 / -0.419 Ha.

The geometry in XYZ format:
```
64
C23H31F6O3Pb ωB97M-V with the def2-TZVPD basis set
Pb -0.21227 0.33292 2.13339
F 1.65734 -4.94507 2.97975
F 0.69816 -1.08132 4.98998
F 1.69434 -3.71923 1.16845
F -0.43474 -2.96331 4.76722
F -0.21032 -4.10427 2.21711
F 1.61037 -2.98060 5.55992
O 0.33497 -0.86978 -5.10085
O -0.52744 0.61168 -0.31522
O 0.54259 -1.66520 2.33701
C -2.92292 -0.36089 2.05488
C 0.79621 -2.41499 4.62997
C 1.30417 -2.44492 3.13115
C 0.64130 3.22090 2.64767
C 2.78674 -2.02329 3.18247
C 1.21250 -1.21577 -7.34063
C 0.53578 0.20364 -1.24274
C -1.18942 2.93453 -0.85241
C 0.00969 1.12604 -2.33917
C -2.22870 0.21190 4.19670
C -2.50146 0.91244 -1.62402
C -2.67260 1.39322 3.54599
C -2.38807 -0.88557 3.28001
C 1.10862 -3.85239 2.39344
C -1.12481 1.48845 -1.34113
C 1.00736 -1.83791 -5.95466
C 1.74320 1.55132 3.83159
C 1.60033 2.61830 1.75789
C -3.10034 1.05049 2.22412
C 0.72794 2.56169 3.92183
C 0.02168 -0.22842 -7.43104
C -0.17789 0.17473 -5.96619
C 2.25585 1.54923 2.47542
H 0.45843 -0.86461 -1.49097
H 2.85486 -1.07994 3.74253
H -1.69837 3.54912 -1.61332
H -2.91057 1.27661 -2.57415
H 2.14309 0.99392 4.67803
H 1.21842 -1.94511 -8.13718
H 1.93725 -2.15852 -5.47724
H 0.71237 1.93335 -2.54662
H -2.24670 -1.94766 3.51975
H -3.23516 -0.95361 1.17590
H -1.77544 2.98892 0.08417
H 0.21668 0.62751 -8.06006
H 1.51141 0.49681 -0.84879
H 0.36847 -2.73470 -6.06518
H 0.19469 2.84417 4.82980
H -1.22367 0.37865 -5.69976
H -2.77336 2.38297 4.01644
H 3.43631 -2.77724 3.69184
H -0.86398 -0.76492 -7.79909
H 1.85424 2.96287 0.74782
H 2.14849 -0.63881 -7.36240
H -0.22700 0.58562 -3.25506
H 0.38632 1.10602 -5.76481
H -2.45421 -0.18575 -1.65485
H 3.06771 0.91099 2.08871
H -1.91401 0.13413 5.24980
H 3.13790 -1.86847 2.14692
H -3.16954 1.22479 -0.81133
H 0.03531 4.10250 2.42506
H -0.18582 3.34840 -0.66701
H -3.60224 1.72349 1.51316
```

# 2
This record from OMol25 describes a structure of composition C35H31GeIN2O4Pd. The level of theory is ωB97M-V with the def2-TZVPD basis set.

The calculation puts the LUMO energy (spin up / spin down) at -9.454 / -9.455 eV. The energy above the lowest of the compared OMol25 structures with the same formula, charge and spin comes out at 0.00 kcal/mol. As for the total charge: +2. The value obtained for the highest occupied orbital energy (spin up / spin down) is -0.502 / -0.502 Ha.

The geometry in XYZ format:
```
75
C35H31GeIN2O4Pd ωB97M-V with the def2-TZVPD basis set
I -2.14554 0.11514 -4.30828
Pd -0.39193 -0.43129 -2.56004
Ge 1.19174 1.91782 0.88872
O 0.95053 0.98326 -3.08000
O 1.24885 -4.52318 2.28117
O 0.66435 -2.56942 -3.31802
O 1.41989 -0.31798 -1.38989
N -1.55170 -1.80388 -1.58057
N 3.20815 -3.43282 -1.04422
C 0.57336 3.91805 2.93731
C 1.77984 -1.52389 3.28535
C -2.96581 -1.61659 -1.44011
C -1.03795 -2.82656 -1.00923
C 2.45309 -3.61258 0.02314
C 1.01302 -3.66141 0.04951
C 1.51499 6.06111 1.43855
C -5.17213 -2.55963 -1.62592
C -3.49527 -0.38090 -1.05689
C -0.21919 0.35671 2.91024
C 1.59257 4.77056 0.93401
C -4.87555 -0.28170 -0.93702
C 1.11619 3.68660 1.67451
C 1.18231 -2.88698 -2.27150
C 1.69423 0.72208 -2.08336
C -2.68267 0.87458 -0.80065
C 2.87103 1.72100 -0.13230
C -1.33032 0.80073 -0.21286
C 0.38891 -3.17186 -1.05038
C -5.71218 -1.35057 -1.22089
C -0.39554 -0.66762 3.83361
C 0.50044 5.20794 3.44497
C -0.45638 1.85502 -0.25538
C 3.44142 -3.15349 -3.43956
C 1.94575 -0.50505 2.35645
C -3.79838 -2.69221 -1.72926
C 0.60603 -1.60928 4.02312
C 0.96581 6.27818 2.69437
C 2.76960 1.66549 -1.65874
C 2.67179 -3.13344 -2.19523
C -1.97181 2.99145 -1.85160
C 0.95172 0.45518 2.15594
C -0.83273 2.96356 -1.04887
C -2.86335 1.95093 -1.79273
C 0.33099 -3.98617 1.36416
H 3.34618 0.80761 0.22394
H 3.52239 2.54386 0.16234
H 2.05148 4.61659 -0.03888
H -1.67715 -3.45144 -0.38822
H -1.30400 -0.71505 4.42018
H 2.56998 -2.24531 3.45090
H 0.22289 3.09181 3.54478
H 2.96448 -3.66713 0.97915
H -0.19542 3.84285 -1.04759
H 0.91162 7.28223 3.09328
H -1.11067 -0.04862 0.42650
H -3.36578 -3.61634 -2.09160
H -1.00625 1.09611 2.79555
H 0.48271 -2.39651 4.75535
H 1.13024 -5.47521 2.36715
H -6.78315 -1.23378 -1.13030
H 2.88050 -0.44714 1.81110
H 2.55082 2.63468 -2.10807
H -3.79540 1.97691 -2.34169
H -5.81438 -3.39391 -1.87114
H 1.89322 6.89326 0.85957
H 3.17013 -2.29541 -4.06051
H 0.08783 5.37711 4.43074
H -5.31225 0.65728 -0.61590
H 3.71425 1.32961 -2.09736
H 4.50631 -3.19623 -3.23395
H -0.07262 -3.06075 1.78763
H -3.20341 1.36557 0.06526
H -0.50744 -4.66487 1.18175
H -2.15459 3.83115 -2.50756
H 3.14932 -4.03577 -4.02406
```

# 3
This record from OMol25 describes a structure of composition C2H3N3OS at a distorted geometry. The level of theory is ωB97M-V with the def2-TZVPD basis set.

The calculation puts the LUMO energy at -1.369 eV. The energy above the lowest of the compared OMol25 structures with the same formula, charge and spin comes out at 45.60 kcal/mol. The value obtained for the highest occupied orbital energy is -0.352 Ha.

The geometry in XYZ format:
```
10
C2H3N3OS ωB97M-V with the def2-TZVPD basis set
S 1.80412 0.18020 0.52386
O 2.25815 1.70172 -1.58134
N 0.10654 0.97813 -1.35960
N -0.38903 -0.23457 0.51979
N -0.99712 -1.15062 1.25512
C 1.41327 1.08793 -1.00856
C -0.71045 0.29987 -0.64537
H -0.96516 -0.95753 2.25128
H -0.78261 -2.12004 1.03038
H -1.73771 0.21491 -0.98555
```

# 4
This record from OMol25 describes a structure of composition C29H39AgN3OSiV at a distorted geometry. The level of theory is ωB97M-V with the def2-TZVPD basis set.

The calculation puts the LUMO energy at -9.416 eV. As for the total charge: +2. The value obtained for the highest occupied orbital energy is -0.520 Ha.

The geometry in XYZ format:
```
75
C29H39AgN3OSiV ωB97M-V with the def2-TZVPD basis set
Ag 1.56728 2.27562 -3.00072
V 0.78556 -0.42900 -0.95817
Si -0.77473 0.35681 0.74278
O 2.65217 4.71994 -1.77330
N 0.81013 1.16570 -1.29609
N 2.44715 -0.86208 -0.24657
N 0.07953 -1.37878 -2.42883
C 0.15487 -0.43527 2.18843
C 4.08395 0.78475 -1.02416
C 2.50159 -2.28257 0.10192
C 0.99672 -2.43812 -2.84246
C 1.06801 -2.39611 3.32839
C 3.05671 1.01887 1.18845
C 1.41645 -1.61158 4.43008
C -1.50366 0.34523 -3.08200
C -2.06015 4.75704 1.62744
C -1.16378 -1.15284 -3.16371
C 0.41937 -1.81279 2.23185
C -4.81831 -0.10900 -0.17501
C -2.93959 -1.32821 1.51514
C -1.71474 2.48272 2.37611
C 1.62844 4.12003 -1.87041
C -5.20312 -1.16900 0.65344
C 3.56750 0.01137 0.17721
C 0.55559 0.34008 3.28617
C -1.17544 2.14143 1.12606
C -1.08230 3.12177 0.13696
C -3.49728 0.34673 -0.14048
C 1.15841 -0.24038 4.40804
C -2.26408 -1.92634 -2.43349
C -2.16064 3.78394 2.62671
C 4.71046 -0.76682 0.81057
C -1.48513 4.43397 0.38846
C -4.27018 -1.76502 1.51263
C -2.53833 -0.29264 0.66446
C -1.14528 -1.57660 -4.63485
H 0.95744 -2.60198 -3.93889
H -3.23991 -1.72340 -2.89636
H 3.21946 -2.80586 -0.55625
H 4.41802 -1.32485 1.70392
H -1.02052 -2.67120 -4.76491
H 2.04335 -2.13983 -2.63042
H 4.29841 0.13368 -1.88135
H 1.83629 -2.07395 5.32468
H -5.55471 0.40062 -0.80442
H 5.00469 1.30417 -0.73678
H 5.47057 -0.04467 1.12604
H 0.05890 -2.44567 1.41698
H -0.75463 1.00789 -3.54655
H 1.36795 0.37886 5.28240
H -0.37378 -1.04261 -5.23248
H -4.58125 -2.53770 2.21857
H 0.83064 -3.43751 -2.35930
H 1.53420 -2.78093 -0.03037
H 1.24056 -3.47448 3.35097
H -2.12616 -1.30673 -5.05999
H 3.36784 1.53804 -1.36694
H -2.21424 -1.75908 2.20573
H 2.27244 1.63630 0.73924
H -3.20994 1.23886 -0.70325
H -2.06177 -3.00571 -2.45354
H -0.67060 2.83967 -0.83413
H -6.24530 -1.49060 0.67281
H -2.31422 -1.60548 -1.38028
H 2.63400 0.51977 2.06521
H -1.80922 1.71677 3.14922
H -2.59739 4.01764 3.59988
H -1.35120 5.18956 -0.38867
H 2.79949 -2.47051 1.15032
H 0.38766 1.41613 3.26147
H -1.61466 0.66074 -2.02427
H 3.86219 1.68081 1.53765
H 5.17116 -1.45770 0.10055
H -2.43668 5.76233 1.81135
H -2.46224 0.52576 -3.57889
```